[1]
Density functional theory data (ωB97M-V with the def2-TZVPD basis set) for a cluster of 2 separate species, C4H10O2S in total in a non-equilibrium geometry.

Geometry as XYZ:
```
17
C4H10O2S (ωB97M-V with the def2-TZVPD basis set)
C 0.0630 -0.9075 1.3146
C -0.9248 0.0967 -0.8248
C 0.9147 -0.3742 -1.7267
C -0.7157 0.1606 0.6853
O 1.7790 0.5724 -1.1600
O -2.0774 0.1456 1.1729
S -0.1378 1.9623 1.0958
H -0.2583 -1.9207 1.2151
H 1.1634 -0.8109 0.8396
H 0.2095 -0.7050 2.4255
H -1.1161 1.0463 -1.3809
H -1.4830 -0.7477 -1.1208
H 0.8269 -0.1047 -2.8073
H 1.2404 -1.4035 -1.5645
H 1.4498 1.4971 -1.2038
H -2.0648 -0.2456 2.0050
H 1.1311 1.7388 1.0352
```

Summary:
LUMO	0.751	eV
E	-19237.4396	eV
HOMO level	-8.905	eV
multiplicity	1
relative energy (zero: lowest compared OMol25 entry of this formula, charge and spin)	3.5515	eV
max |F|	5.0	eV/Å

***

[2]
Density functional theory data (ωB97M-V with the def2-TZVPD basis set) for a cluster of 2 separate species, C4H10O3 in total in a non-equilibrium geometry.

Geometry as XYZ:
```
17
C4H10O3 (ωB97M-V with the def2-TZVPD basis set)
C -0.1184 0.1328 -0.0603
C -1.5192 0.0544 0.5208
C -2.4039 1.0990 -0.1456
O -3.6782 1.2205 0.2785
C 0.9315 -0.7588 0.6249
O 2.1507 -0.0471 0.7466
H 0.3980 1.0923 -0.1503
H -0.0811 -0.1747 -1.1137
H -1.8807 -0.9441 0.2776
H -1.4740 0.2622 1.5856
H -1.8912 2.0673 -0.1073
H -2.4244 0.9653 -1.2451
H 0.7268 -1.0858 1.6509
H 1.1192 -1.6539 0.0305
H 2.8055 -0.4708 0.1007
H 3.4342 -1.0225 -1.8923
O 3.9052 -0.7360 -1.1014
```

Summary:
LUMO (spin up / spin down)	3.218 / 0.986	eV
E	-10450.1887	eV
HOMO level (spin up / spin down)	-3.119 / -3.119	eV
multiplicity	2
relative energy (zero: lowest compared OMol25 entry of this formula, charge and spin)	1.0273	eV
max |F|	1.5	eV/Å
total charge	-1
⟨S²⟩	0.75

***

[3]
Density functional theory data (ωB97M-V with the def2-TZVPD basis set) for a cluster of 2 separate species, C4H10O3 in total in a non-equilibrium geometry.

Geometry as XYZ:
```
17
C4H10O3 (ωB97M-V with the def2-TZVPD basis set)
C -0.5407 -0.0376 0.3188
C -0.3229 1.3890 0.8354
C 0.1922 1.4833 2.3243
O -0.4952 2.4552 2.9885
C 0.2682 -0.4322 -0.9781
O 0.5156 -1.7552 -1.0311
H -1.6251 -0.0964 0.0179
H -0.1263 -0.7232 1.0762
H 0.4000 1.9089 0.1631
H -1.3186 1.8466 0.7968
H 0.0623 0.4661 2.7746
H 1.2869 1.7792 2.4467
H -0.3009 -0.0448 -1.8845
H 1.2043 0.2205 -0.9781
H 0.5403 -2.2124 -2.5532
H -0.0320 -3.5058 -2.9075
O 0.2919 -2.7412 -3.4098
```

Summary:
LUMO	6.639	eV
E	-10449.0506	eV
HOMO level	0.808	eV
multiplicity	1
relative energy (zero: lowest compared OMol25 entry of this formula, charge and spin)	0.9837	eV
max |F|	1.6	eV/Å
total charge	-2

***

[4]
Density functional theory data (ωB97M-V with the def2-TZVPD basis set) for a cluster of 2 separate species, C4H10O3 in total in a non-equilibrium geometry.

Geometry as XYZ:
```
17
C4H10O3 (ωB97M-V with the def2-TZVPD basis set)
C 1.2755 1.2990 0.4829
C 0.3459 0.0768 0.1103
O 1.1279 -1.0889 -0.1711
C -0.7110 -0.2196 1.1421
C -2.0825 -0.3722 0.6185
O -2.9613 -0.1428 1.4469
H 1.9753 1.1546 1.4148
H 0.8113 2.2250 0.4253
H 2.0451 1.4384 -0.3002
H 0.0631 0.2344 -0.9318
H 1.7188 -1.2195 0.6195
H -0.5020 -1.3082 1.7106
H -0.7235 0.6195 1.9541
H -2.4161 -0.5667 -0.3782
O -0.1638 -0.4041 -2.8707
H -0.5382 -1.3345 -2.7194
H 0.7357 -0.3911 -2.5535
```

Summary:
LUMO	0.665	eV
E	-10450.7065	eV
HOMO level	-9.750	eV
multiplicity	1
structure (SMILES)	C[C@@H](O)CC=O.O
relative energy (zero: lowest compared OMol25 entry of this formula, charge and spin)	2.5372	eV
max |F|	4.2	eV/Å